# 1
Below is 8 unconnected molecules or ions with the total composition C38H76BrNO16S8, with properties calculated with ωB97M-V/def2-TZVPD.

```
140
Properties=species:S:1:pos:R:3:forces:R:3:lowdin_charge:R:1
H 3.565 2.889 3.924 0.009 -0.003 0.032 0.114
Br -0.213 1.795 -8.338 0.040 0.088 -0.104 0.743
H -1.006 3.693 -0.239 0.237 -0.178 0.210 0.036
H -2.276 3.924 -2.332 -0.015 -0.264 -0.173 0.120
H -3.473 -2.724 -4.575 0.000 0.016 -0.006 0.117
O 0.568 2.474 0.873 -0.102 0.003 -0.126 -0.336
C -8.421 -2.420 -6.103 0.007 0.096 0.035 -0.219
S 6.844 -3.374 9.449 0.076 -0.266 -0.160 0.664
H 2.580 0.989 2.705 -0.015 -0.041 0.006 0.124
C -8.665 -1.030 -6.705 0.041 -0.050 -0.003 -0.212
O -4.304 -3.067 -0.341 0.027 -0.069 0.122 -0.325
C -2.440 -1.572 -3.032 0.064 -0.094 -0.045 -0.204
H -2.270 5.907 -9.820 -0.050 0.110 -0.196 0.070
C -0.778 3.127 -5.799 0.096 -0.090 -0.164 -0.218
O -5.097 -0.848 -6.757 0.189 0.050 0.230 -0.320
H 4.639 -1.348 8.711 0.016 0.037 0.026 0.081
H -2.458 3.373 -7.946 0.221 -0.167 -0.071 0.076
H -9.657 -0.652 -6.463 -0.002 0.015 0.000 0.114
H -1.778 -1.370 12.807 0.006 -0.020 0.024 0.120
H -0.233 -3.700 11.550 0.056 0.007 -0.014 0.108
H 1.235 -0.780 -10.844 0.000 0.014 0.020 0.111
H -4.515 -2.087 -3.309 0.107 -0.124 0.065 0.076
H 2.547 3.790 1.936 -0.091 -0.035 -0.077 0.103
S 0.748 -3.237 -8.262 0.142 0.000 -0.168 0.656
C -1.512 -1.377 10.659 0.020 -0.047 0.029 -0.211
H -0.617 2.959 -4.738 -0.013 -0.045 0.138 0.115
C -7.574 -0.097 -6.162 -0.313 0.061 -0.137 -0.214
S 4.038 1.097 6.849 0.237 -0.262 0.330 0.665
O 6.105 -4.222 10.345 -0.071 0.193 0.126 -0.312
H 3.191 -0.999 9.644 0.114 -0.032 -0.082 0.081
H 2.118 0.073 7.779 0.026 0.124 -0.075 0.094
H -2.600 -0.562 -3.405 -0.034 0.015 0.026 0.096
C 1.409 -1.684 -8.874 0.118 0.166 -0.228 -0.231
H -0.750 -2.213 -10.578 -0.014 -0.020 0.002 0.119
H 0.162 0.576 2.742 -0.086 0.086 -0.079 0.107
C 2.041 1.364 3.578 0.011 0.112 -0.077 -0.217
H -3.383 4.663 -7.259 -0.157 -0.059 0.017 0.130
O -0.768 3.658 2.649 -0.086 -0.004 -0.294 -0.324
H -7.870 0.371 -5.226 0.092 -0.033 0.052 0.106
S 0.382 2.891 2.241 0.287 -0.188 0.475 0.663
C -2.380 4.242 -7.304 -0.893 0.220 0.346 -0.182
S -6.150 -1.139 -5.819 -0.301 -0.028 -0.317 0.669
C 6.505 -3.855 7.758 0.111 -0.007 -0.274 -0.226
H -0.414 5.155 -7.595 0.074 -0.182 0.257 0.075
O 6.767 -1.935 9.537 -0.022 0.029 0.128 -0.325
H 2.100 3.093 4.863 -0.008 0.006 0.036 0.097
C 8.577 -3.854 9.449 0.285 -0.137 -0.161 -0.217
C -1.279 4.351 -2.256 0.370 0.395 0.066 -0.222
H -0.289 6.152 -2.814 0.178 0.105 -0.228 0.127
C 4.551 0.691 9.385 -0.098 -0.003 -0.040 -0.206
H 7.851 -4.351 6.125 -0.003 0.005 -0.010 0.116
S 0.077 5.767 -10.189 -0.063 0.555 -0.351 0.682
H 3.799 1.385 9.767 0.031 0.033 -0.001 0.120
H 2.299 -2.178 -10.782 -0.005 -0.020 0.003 0.116
H -2.041 6.280 -2.877 -0.136 0.071 -0.061 0.126
H -1.989 0.747 -5.130 -0.365 0.140 0.169 0.071
H -0.125 -3.130 13.238 0.131 0.035 -0.008 0.109
H -6.553 -3.478 -5.618 0.113 0.065 0.019 0.108
O -3.379 5.297 -4.752 1.920 -0.639 -0.416 0.105
C -0.953 4.614 -0.792 -0.782 0.453 -0.227 -0.102
O 1.798 -4.010 -7.650 -0.105 -0.023 0.144 -0.325
O -5.915 -1.138 -4.397 -0.181 0.302 -0.199 -0.324
H 0.093 1.224 -5.954 0.364 0.033 -0.270 0.089
O -1.973 -3.986 -0.437 -0.103 -0.029 0.150 -0.333
H 0.229 -2.987 -11.824 -0.007 -0.005 -0.004 0.114
O -1.116 5.350 -4.490 -0.374 -0.795 0.153 -0.004
H -8.592 -1.087 -7.793 0.018 -0.007 -0.002 0.116
C -3.361 -3.803 -2.687 0.008 0.047 -0.359 -0.224
H -1.695 5.283 -0.355 -0.072 0.098 0.031 0.085
H -0.553 -4.525 -9.787 0.018 -0.018 0.128 0.106
C 8.847 -4.471 8.070 -0.064 0.008 -0.018 -0.212
H -0.032 1.617 4.180 -0.029 0.035 -0.012 0.108
O 3.183 2.261 6.833 -0.020 0.046 -0.142 -0.324
H 9.883 -4.320 7.772 0.010 -0.003 0.009 0.113
H -6.671 -2.897 -7.302 0.055 0.030 -0.001 0.109
C -2.262 4.854 -5.016 -1.936 0.550 0.193 -0.510
H 9.167 -2.955 9.613 -0.086 0.058 0.024 0.104
H 0.012 5.098 -0.669 0.251 -0.183 0.034 0.080
H -8.685 -2.416 -5.043 0.016 -0.028 0.007 0.120
H 0.772 -0.887 -8.498 -0.056 -0.027 0.070 0.032
H -2.318 -0.660 10.510 0.002 0.010 -0.010 0.114
S 0.931 -1.655 11.698 -0.135 -0.146 -0.069 0.664
H -4.236 -4.448 -2.680 0.007 -0.016 0.147 0.104
C 1.886 3.702 2.797 0.287 0.038 0.201 -0.211
H -1.569 -2.106 9.849 0.016 -0.013 0.006 0.118
H 8.669 -5.547 8.106 -0.020 0.000 0.006 0.117
C -0.720 1.752 -6.442 -0.381 -0.284 0.567 -0.680
H -2.865 1.411 -6.543 -0.223 -0.075 -0.018 0.075
N -2.072 3.796 -5.932 0.956 0.954 -0.044 -0.026
C -1.965 0.918 -6.205 0.641 -0.081 -0.085 -0.116
H 3.128 -1.100 6.900 -0.026 0.076 -0.104 0.102
C 1.361 -1.768 -10.404 -0.024 -0.069 -0.009 -0.210
C -0.313 -2.835 12.208 -0.279 -0.071 0.049 -0.229
H 5.265 0.492 10.182 0.018 -0.041 -0.016 0.116
C 0.549 1.441 3.275 0.110 -0.178 0.186 -0.224
O 1.930 -2.320 10.897 0.013 0.065 0.142 -0.328
H 2.421 -1.562 -8.497 -0.034 -0.048 0.130 0.105
H -0.522 3.674 -2.648 -0.115 -0.312 -0.106 0.107
H -9.018 -3.185 -6.595 -0.002 -0.010 0.002 0.115
H 1.629 4.690 3.170 -0.080 0.025 -0.089 0.102
H 0.936 5.060 -9.443 -0.234 -0.168 0.119 -0.159
C 7.870 -3.824 7.078 0.058 0.029 0.086 -0.217
H 0.071 3.720 -6.141 0.012 0.148 -0.045 0.111
C 0.204 -2.707 -10.773 0.018 0.068 0.063 -0.220
C 3.876 -0.595 8.900 -0.113 0.025 -0.003 -0.204
C -1.494 5.266 -9.420 0.645 -0.453 0.616 -0.565
H 8.742 -4.560 10.259 -0.080 0.070 0.090 0.102
O 1.305 -0.854 12.834 0.122 0.015 -0.019 -0.312
H -7.283 0.664 -6.882 0.121 0.029 0.065 0.103
H -1.725 6.300 -7.539 -0.033 0.094 0.210 0.119
H 6.121 0.715 7.883 -0.015 -0.024 -0.032 0.106
C -0.145 -0.680 10.635 -0.284 0.057 -0.161 -0.216
H -3.121 -0.858 -1.080 -0.062 -0.075 0.049 0.105
S -3.044 -3.221 -1.025 0.097 0.012 -0.192 0.662
H -2.484 -4.366 -3.009 0.019 -0.015 0.067 0.107
C 5.237 1.289 8.161 0.098 0.001 0.264 -0.221
H -2.478 -2.787 12.023 -0.005 -0.005 0.006 0.115
C 2.481 2.799 3.889 -0.136 0.021 -0.178 -0.221
C -3.543 -2.526 -3.506 0.241 -0.134 0.330 -0.229
C 3.137 -0.265 7.596 -0.038 -0.235 0.237 -0.210
O -0.483 -2.971 -7.560 0.013 -0.037 0.122 -0.328
H -1.670 4.242 -9.731 -0.242 -0.083 -0.141 0.034
C -1.634 -2.099 12.008 0.046 0.091 -0.036 -0.220
C -1.199 5.623 -3.078 -0.035 0.327 0.394 -0.172
H -1.472 -1.912 -3.407 -0.004 -0.007 0.005 0.120
H -0.194 0.324 11.052 0.076 -0.019 0.073 0.107
C -1.451 5.305 -7.879 0.138 -0.082 -0.792 -0.241
H 8.166 -2.791 6.885 -0.030 0.008 -0.018 0.120
H -1.841 -0.063 -6.653 -0.199 -0.075 -0.224 0.073
H -1.445 -1.461 -1.080 -0.032 -0.054 0.115 0.100
H 5.785 -3.165 7.324 -0.045 0.025 0.106 0.100
H 2.245 0.693 4.409 0.029 -0.012 0.004 0.094
H 6.094 -4.863 7.781 -0.031 0.005 0.056 0.110
H 0.286 -0.647 9.638 0.112 0.013 0.041 0.091
C 0.351 -3.926 -9.867 -0.097 0.042 -0.274 -0.232
H 5.489 2.342 8.266 -0.043 0.026 -0.144 0.108
C -2.439 -1.596 -1.498 0.102 0.246 -0.224 -0.214
C -6.928 -2.688 -6.265 -0.242 -0.177 0.016 -0.225
O 4.697 0.643 5.647 -0.136 0.200 -0.143 -0.330
H 1.190 -4.551 -10.171 0.023 -0.009 0.054 0.107
```
Positions in Å, forces in eV/Å.

Results
* max |F|: 2.1 eV/Å
* SMILES: CCCOC(=O)N(CCCS)C[C@@H](C)Br.O=S1(=O)CCCC1.O=S1(=O)CCCC1.O=S1(=O)CCCC1.O=S1(=O)CCCC1.O=S1(=O)CCCC1.O=S1(=O)CCCC1.O=S1(=O)CCCC1
* E_LUMO: 0.45 eV
* charge: 0
* HOMO-LUMO gap: 9.286 eV

# 2
Below is 15 unconnected molecules or ions with the total composition C38H76F12N11O18S4, with properties calculated with ωB97M-V/def2-TZVPD.

```
159
Properties=species:S:1:pos:R:3:forces:R:3:lowdin_charge:R:1
H 1.247 -7.188 -0.448 0.076 -0.126 -0.144 0.080
H -3.680 2.110 3.976 -0.232 -0.468 -0.056 0.095
C -2.766 -1.336 4.471 1.113 0.255 -0.442 -0.275
O 5.262 4.830 -0.798 -0.201 0.044 -0.002 -0.279
H -0.430 2.477 4.391 -0.085 -0.022 -0.168 0.132
O -0.160 -5.661 -1.547 -0.447 -0.345 -0.241 0.005
H -3.267 -5.072 -4.305 0.076 0.049 -0.117 0.084
S 1.639 -0.633 1.660 0.524 0.107 0.200 0.573
H 2.027 -6.582 1.029 0.105 -0.097 -0.054 0.069
O 2.681 -0.807 0.706 0.654 0.119 -0.238 -0.269
H -4.069 2.789 -0.229 -0.287 0.119 -0.240 0.086
C -1.980 4.627 -1.536 0.299 0.020 -0.423 -0.320
F 3.039 1.406 2.543 0.026 0.361 -0.056 0.161
C 2.368 0.377 3.015 -0.239 -0.178 0.103 -0.674
H -5.541 -4.470 2.246 0.141 -0.155 0.051 0.089
H 5.416 0.154 -1.534 0.100 -0.031 -0.380 0.057
H 2.976 -4.040 5.343 0.192 0.165 -0.262 0.080
C -4.860 1.471 2.215 0.723 0.292 0.001 -0.499
C -3.130 -2.745 -2.055 1.100 0.068 -0.117 -0.072
C -3.412 -4.546 2.467 -0.552 0.163 -0.668 -0.495
H 2.099 -1.416 -2.557 0.088 0.178 0.065 0.127
N 3.273 4.319 0.704 1.655 1.093 0.722 -0.318
N -3.268 4.400 -1.352 -0.976 -0.482 0.190 -0.164
H -5.776 -0.356 1.800 0.060 0.024 -0.131 0.091
H -1.006 -1.915 3.491 -0.257 0.045 -0.408 0.065
H -0.114 2.700 -5.445 -0.018 0.067 -0.014 0.085
O 5.442 2.989 0.796 0.121 -0.771 0.286 -0.270
H -3.735 4.715 -3.363 -0.038 0.001 0.076 0.063
C -3.778 3.832 -0.121 0.620 0.381 0.926 -0.039
H -2.309 5.843 -5.033 -0.096 -0.060 -0.001 0.078
C -2.950 -4.345 1.050 0.228 1.213 0.127 -0.006
H 7.309 -3.498 -0.847 -0.203 -0.260 0.025 0.085
H -3.729 3.180 2.628 0.315 0.039 -0.118 0.069
H -2.880 -2.045 -2.853 -0.294 0.054 -0.062 0.050
H 1.278 -3.787 5.568 -0.120 0.214 -0.273 0.088
H 3.770 0.582 -4.716 -0.070 0.078 -0.041 0.097
H 0.859 6.139 5.440 -0.011 -0.224 0.087 0.090
F 2.995 6.397 3.921 0.082 0.310 0.329 0.147
H 0.373 -5.753 2.444 0.069 0.028 -0.073 0.079
O 5.055 5.738 2.004 1.320 -0.456 0.753 -0.252
C 2.043 -6.561 -0.065 -0.178 0.981 0.095 -0.024
C -4.754 0.037 1.787 -1.042 -0.786 0.517 -0.010
H -3.412 -5.042 0.355 0.073 -0.176 0.019 0.095
O 0.828 -2.340 -3.850 0.187 0.289 0.419 -0.012
H -4.199 -0.578 2.497 0.275 0.199 -0.179 0.043
H 0.124 3.512 0.112 0.271 -0.140 0.227 0.072
N 1.995 -0.485 -4.402 0.166 0.665 0.331 -0.169
C 5.875 -0.492 -0.809 -0.065 -0.603 1.299 -0.025
O 3.218 6.845 0.850 -0.160 0.237 0.055 -0.269
F 1.409 0.811 3.855 0.108 0.091 -0.049 0.108
H 1.733 3.556 0.752 -0.581 -0.261 -0.136 0.058
C -4.761 -3.977 2.839 -0.399 -0.354 0.159 -0.033
H 0.702 -3.820 -1.577 -0.035 -0.002 -0.018 0.113
N -3.769 -1.615 4.934 -1.118 -0.175 0.506 0.155
F -1.963 -0.060 -1.779 -0.609 0.370 -0.379 0.159
C 0.717 -4.875 -1.261 0.290 0.411 0.263 -0.329
O 2.564 -5.827 3.669 -0.104 0.145 0.023 0.048
N -3.624 -3.985 -2.579 -0.937 0.012 0.249 -0.175
H -3.236 -3.326 0.761 -0.149 -0.203 -0.146 0.058
H 2.841 -4.107 0.995 -0.384 0.068 0.033 0.086
H 3.767 -4.458 -0.438 -0.161 -0.029 -0.072 0.081
C -0.123 5.684 5.263 0.261 1.396 -0.270 -0.054
H -1.862 -4.338 0.991 -0.018 -0.516 -0.074 0.077
H 0.709 -1.177 -5.915 0.078 -0.117 0.374 0.074
C 2.754 -4.195 -0.090 0.581 0.136 -0.551 -0.057
H -0.789 6.065 6.042 -0.119 -0.222 0.008 0.098
H -4.916 -2.916 2.653 0.421 0.085 0.016 0.051
H -1.859 -4.214 -3.627 0.113 -0.066 -0.041 0.077
H 2.478 1.571 -3.966 -0.288 -0.164 -0.300 0.080
H -2.759 1.650 2.528 0.158 0.251 0.063 0.065
O 0.258 -1.374 -0.798 0.918 -0.114 -0.615 -0.271
F 1.367 5.798 2.640 -0.321 0.045 -0.105 0.132
H -1.761 4.935 -2.572 0.134 0.170 0.070 0.131
C 3.925 2.716 -1.333 -0.817 0.434 0.402 -0.691
C -1.810 5.148 -5.711 0.272 0.024 0.146 -0.017
C 1.623 -1.458 -3.541 -0.510 -0.653 -0.713 -0.314
H 5.196 -0.625 0.044 -0.155 0.218 -0.238 0.084
S -0.446 -0.592 0.158 -0.878 -0.688 1.216 0.594
O -2.783 -5.181 3.271 0.488 -0.280 0.494 0.065
H -1.267 -0.957 -4.400 0.117 -0.079 -0.040 0.056
H -5.454 -3.625 -1.780 -0.076 -0.238 0.081 0.130
O 5.702 -1.377 -3.488 -0.149 0.167 -0.301 0.002
H 3.322 0.353 -3.045 -0.017 -0.097 -0.097 0.065
N 0.470 0.354 1.139 -0.415 -1.537 -0.637 -0.292
N 6.174 -1.821 -1.311 0.203 0.142 -0.467 -0.189
C -0.740 3.068 -4.626 0.031 -0.144 0.279 -0.021
S 4.615 3.808 -0.023 0.439 0.225 -0.726 0.567
C -2.247 -2.236 -5.767 0.144 0.137 0.001 -0.277
C 0.441 -4.912 3.131 -0.254 -0.445 0.270 -0.022
O -1.460 -1.326 0.885 -0.046 0.966 -0.239 -0.287
H 3.033 -6.859 -0.414 -0.087 -0.246 -0.011 0.087
H 0.503 2.571 6.368 -0.070 0.009 -0.164 0.086
O -5.330 -5.498 -2.598 -0.237 -0.294 -0.168 0.011
N 0.746 3.188 0.876 0.448 0.117 0.181 0.262
S 3.733 5.694 1.520 -2.535 0.105 -1.299 0.600
H -0.587 3.703 7.181 0.165 0.073 0.184 0.094
H 0.211 -3.986 2.607 0.145 0.133 0.123 0.060
H 2.495 -3.242 -0.550 -0.006 0.136 0.290 0.071
O -1.115 4.496 -0.692 0.540 -0.064 0.214 0.000
H -2.985 3.864 0.628 0.093 -0.040 -0.188 0.078
H -1.537 -0.239 3.135 -0.027 -0.068 -0.158 0.046
C 6.671 -2.771 -0.350 0.084 0.097 0.176 -0.062
F 2.959 3.357 -2.020 0.134 -0.120 0.012 0.114
H 7.301 -2.258 0.380 -0.026 0.053 -0.018 0.089
H -4.386 -0.124 0.774 0.308 0.331 0.038 0.082
C -4.231 4.636 -2.394 -0.040 0.144 -0.405 -0.034
H 2.109 -2.838 4.304 -0.032 0.026 -0.044 0.052
H 5.847 -3.240 0.194 0.107 -0.200 0.026 0.080
H -0.121 3.733 -4.021 -0.068 0.085 -0.043 0.082
H 6.778 -0.062 -0.364 0.046 0.242 -0.375 0.100
H -1.050 2.211 -4.030 0.033 -0.036 -0.012 0.071
F -2.098 1.389 -0.130 -0.473 0.128 -0.272 0.136
H -2.249 5.242 -6.701 -0.064 0.062 0.004 0.087
C -1.473 -1.016 3.888 0.616 -0.307 0.682 -0.065
C 1.767 -4.924 3.836 0.276 -0.038 -0.392 -0.495
H -0.774 -0.713 4.674 -0.255 0.243 0.038 0.086
C 0.267 3.626 6.503 -0.107 -0.224 -0.080 -0.036
F 3.193 -0.409 3.703 0.023 0.044 -0.017 0.150
O -0.799 4.026 3.117 -0.398 0.146 -0.583 -0.011
O 1.168 -1.813 2.327 -0.343 -0.016 0.183 -0.292
H 0.388 3.625 1.738 -0.261 -0.203 -0.128 0.067
C -2.746 -4.791 -3.392 -0.045 -0.452 -0.158 -0.045
H -4.581 4.434 0.306 -0.254 -0.124 -0.331 0.106
H -1.963 -0.199 -5.879 0.147 0.112 0.169 0.083
H -0.755 5.416 -5.728 -0.020 0.122 -0.130 0.081
H 2.223 -0.563 -6.500 0.165 0.165 0.214 0.098
H -0.326 -5.079 3.896 -0.067 0.179 -0.150 0.083
N 1.803 -5.183 -0.519 0.190 -0.802 0.473 -0.177
F 2.661 4.304 3.506 -0.056 -0.149 0.188 0.124
H 0.976 0.553 -5.904 0.173 0.033 0.057 0.075
C -0.468 3.561 4.188 0.404 -0.615 0.410 -0.333
H -2.463 -5.705 -2.875 0.169 0.016 0.097 0.084
H -0.448 6.060 4.295 -0.159 -0.157 0.071 0.088
C 2.062 -3.804 4.799 -0.108 -0.452 0.732 -0.016
O -5.821 2.151 1.959 -0.712 0.036 -0.175 0.063
C 2.619 5.536 2.989 0.481 -0.415 -0.434 -0.690
H 0.741 2.147 0.993 -0.096 0.702 -0.268 0.059
H -4.923 3.798 -2.448 -0.100 0.028 -0.016 0.101
C 2.917 0.570 -4.035 0.543 -0.315 0.608 -0.052
H 1.148 4.099 6.930 -0.039 0.088 0.113 0.095
H -3.806 -2.277 -1.346 -0.184 -0.079 -0.010 0.080
C -1.301 0.637 -0.883 0.964 -0.050 1.038 -0.690
C 6.065 -2.139 -2.616 -0.124 0.205 0.175 -0.347
F 4.898 2.401 -2.161 0.285 -0.191 -0.326 0.153
H -4.900 -4.204 3.893 -0.245 0.169 -0.002 0.076
C -4.876 -4.415 -2.305 0.542 0.687 0.128 -0.373
H 6.317 -3.189 -2.838 0.107 -0.053 0.108 0.133
O -2.949 3.085 -5.435 -1.264 -0.528 -0.033 0.075
N -2.349 -3.206 -6.370 -0.060 -0.106 -0.017 0.147
C -2.101 -0.947 -5.097 -0.313 0.042 -0.252 -0.080
H -4.774 5.564 -2.207 -0.177 -0.074 -0.003 0.097
C 1.462 -0.413 -5.726 -0.544 -0.120 -0.926 -0.057
C -3.675 2.124 2.882 0.155 0.054 0.042 -0.022
F -0.413 1.430 -1.477 -0.053 0.171 -0.350 0.145
H -3.020 -0.698 -4.567 0.006 -0.005 0.013 0.077
F 3.389 1.603 -0.830 -0.071 -0.126 0.070 0.118
H -2.167 -2.931 -1.562 -0.202 0.061 0.224 0.089
C -1.958 3.721 -5.235 1.296 0.362 -0.175 -0.535
N -0.054 4.263 5.241 -0.030 -0.327 0.602 -0.182
```
Positions in Å, forces in eV/Å.

Results
* max |F|: 2.9 eV/Å
* E_LUMO: 1.65 eV
* charge: -1
* HOMO-LUMO gap: 8.648 eV

Question: The lowest max |F| belongs to which entry?
Answer: C38H76BrNO16S8

Question: Which of these has the highest HOMO-LUMO gap?
Answer: C38H76BrNO16S8

Question: Which of these has the highest HOMO-LUMO gap?
Answer: C38H76BrNO16S8